No. 1
The following is a DFT calculation (ωB97M-V/def2-TZVPD) of 2 unconnected molecules or ions with the total composition C4H12NO3.

The calculation puts the molar mass at 122.14 g mol⁻¹. The lowest unoccupied orbital energy is -3.25 eV. The calculation puts the electronic energy at -439.76165 Ha. As for the total charge: +1. The calculation puts the HOMO-LUMO gap at 11.562 eV.

Geometry as XYZ:
```
20
C4H12NO3 | OMol25 | ωB97M-V/def2-TZVPD
C 0.32 2.27 -0.58
N 0.83 -0.88 -0.42
H 2.56 -1.99 0.21
H -0.04 0.26 2.41
O -0.59 1.19 -0.57
O 0.08 0.76 1.46
H 2.26 -0.41 0.86
H -3.07 -0.16 -0.45
H 0.56 2.51 -1.69
C -0.49 0.39 0.43
H 1.27 -1.66 1.48
H -0.25 3.13 -0.17
C -2.31 -0.88 -0.52
H 0.53 -1.69 -0.90
C 1.87 -1.32 0.60
H 1.29 -0.29 -1.08
H -1.91 -0.99 -1.47
H -2.73 -1.82 -0.19
H 1.28 2.11 0.02
O -1.46 -0.56 0.57
```

---

No. 2
The following is a DFT calculation (ωB97M-V/def2-TZVPD) of a molecular structure, C7H15NOS2.

The calculation puts the molar mass at 193.34 g mol⁻¹. The lowest unoccupied orbital energy is 0.56 eV. The calculation puts the electronic energy at -1201.93977 Ha. As for the total charge: 0. The calculation puts the HOMO-LUMO gap at 9.082 eV.

Geometry as XYZ:
```
26
C7H15NOS2 | OMol25 | ωB97M-V/def2-TZVPD
C 2.43 2.92 -0.68
H -1.60 -2.98 1.14
H -1.27 0.98 -3.13
H 3.48 3.26 -0.91
H -1.39 0.07 0.81
C -0.76 0.13 -2.84
S 0.94 0.66 -2.32
S 2.48 1.18 -0.02
N 1.23 -1.75 0.23
H -1.42 -1.10 3.16
H 0.00 -1.97 2.71
H -1.16 -0.43 -1.95
C -0.54 -1.04 2.59
O 2.55 1.31 1.40
H 1.90 2.69 -1.54
H 0.11 -0.17 2.79
C 0.77 0.85 -0.58
H -0.03 1.61 -0.29
H -2.80 -1.90 0.81
H 2.07 3.61 -0.06
C 0.43 -0.86 0.38
C -0.86 -0.94 1.06
H -1.65 -2.22 -0.43
H 2.10 -1.45 -0.39
C -1.75 -2.06 0.68
H -0.64 -0.40 -3.72
```